# C5H14N2S

A single C5H14N2S molecule (wB97M-V/def2-TZVPD, the Open Molecules 2025 dataset).

SMILES	NCCNCCCS
ΔE to the lowest compared entry with this formula, charge and spin	38.8	kcal per mole
LUMO energy	0.94	eV
maximum force	0.0738	Eh/bohr
HOMO level	-8.922	eV
gap between HOMO and LUMO	9.86	eV

Bonds (Å) are listed after each position.
Element x y z (Å)
1 N 1.987 0.977 2.489  C2 1.479, H9 1.008, H10 1.015
2 C 1.780 -0.306 1.783  N1 1.479, C3 1.604, H11 1.115, H12 1.166
3 C 0.408 -0.200 0.958  C2 1.604, N4 1.531, H13 1.086, H14 1.072
4 N 0.284 -1.356 -0.038  C3 1.531, C5 1.464, H15 1.007
5 C -0.958 -1.190 -0.794  N4 1.464, C6 1.580, H16 1.168, H17 1.123
6 C -0.930 -0.436 -2.183  C5 1.580, C7 1.507, H18 1.081, H19 1.136
7 C -0.968 1.019 -1.793  C6 1.507, S8 1.940, H20 1.077, H21 1.069
8 S -2.713 1.765 -1.393  C7 1.940, H22 1.393
9 H 2.411 1.689 1.914  N1 1.008
10 H 2.499 0.796 3.345  N1 1.015
11 H 2.565 -0.489 1.012  C2 1.115
12 H 1.866 -1.222 2.499  C2 1.166
13 H 0.409 0.663 0.299  C3 1.086
14 H -0.416 -0.062 1.630  C3 1.072
15 H 0.161 -2.168 0.544  N4 1.007
16 H -1.832 -0.670 -0.219  C5 1.168
17 H -1.557 -2.128 -0.944  C5 1.123
18 H -1.507 -0.868 -2.988  C6 1.081
19 H 0.105 -0.584 -2.628  C6 1.136
20 H -0.307 1.227 -0.968  C7 1.077
21 H -0.549 1.681 -2.521  C7 1.069
22 H -2.736 1.864 -0.003  S8 1.393


# C5H14N3

A gas-phase ion, C5H14N3 (charge +1) (wB97M-V/def2-TZVPD, the Open Molecules 2025 dataset).

SMILES	C[C@@H](N)CC/[NH+]=C/N
ΔE to the lowest compared entry with this formula, charge and spin	7.5	kcal per mole
charge	+1
LUMO energy	-2.88	eV
maximum force	0.0269	Eh/bohr
HOMO level	-13.585	eV
gap between HOMO and LUMO	10.70	eV

Bonds (Å) are listed after each position.
Element x y z (Å)
1 C -0.784 -2.432 1.866  C2 1.517, H9 1.091, H10 1.092, H11 1.086
2 C -0.316 -1.533 0.737  C1 1.517, N3 1.478, C4 1.558, H12 1.093
3 N -1.448 -0.864 0.060  C2 1.478, H13 1.013, H14 1.010
4 C 0.639 -0.461 1.342  C2 1.558, C5 1.521, H15 1.078, H16 1.095
5 C 1.403 0.356 0.311  C4 1.521, N6 1.477, H17 1.083, H18 1.074
6 N 0.473 0.899 -0.700  C5 1.477, C7 1.285, H19 1.058
7 C 0.676 1.923 -1.450  N6 1.285, N8 1.320, H20 1.060
8 N -0.220 2.432 -2.274  C7 1.320, H21 1.002, H22 1.010
9 H -1.351 -3.313 1.565  C1 1.091
10 H -1.454 -1.844 2.497  C1 1.092
11 H 0.034 -2.786 2.486  C1 1.086
12 H 0.301 -2.044 -0.006  C2 1.093
13 H -1.809 -1.537 -0.605  N3 1.013
14 H -2.146 -0.513 0.699  N3 1.010
15 H 1.332 -1.000 1.966  C4 1.078
16 H -0.012 0.149 1.976  C4 1.095
17 H 2.098 -0.312 -0.184  C5 1.083
18 H 1.933 1.162 0.784  C5 1.074
19 H -0.470 0.420 -0.661  N6 1.058
20 H 1.580 2.477 -1.420  C7 1.060
21 H 0.086 3.166 -2.882  N8 1.002
22 H -1.079 2.006 -2.593  N8 1.010


| no. | electronic energy (hartree) |
| --- | --- |
| 1 | -706.5283 |
| 2 | -362.9672 |